Record 1
{"formula": "C5H33N2O12", "method": "wB97M-V/def2-TZVPD", "spin_multiplicity": 1, "charge": 1, "energy_ha": -1222.44263, "lumo_energy_ev": -2.56, "e_above_lowest_kj_mol": 322.42, "gap_ha": 0.32719, "species": ["O", "O", "O", "O", "O", "O", "O", "O", "O", "O", "O", "O", "N", "N", "C", "C", "C", "C", "C", "H", "H", "H", "H", "H", "H", "H", "H", "H", "H", "H", "H", "H", "H", "H", "H", "H", "H", "H", "H", "H", "H", "H", "H", "H", "H", "H", "H", "H", "H", "H", "H", "H"], "positions_angstrom": [[3.5456, -2.5330, 0.1398], [0.0760, 1.1347, 4.0400], [0.1339, 1.3744, 1.1329], [-1.3607, -1.2954, -1.2143], [-3.1450, 0.8242, 1.0011], [-0.7065, -2.6471, -3.3166], [-2.5292, 0.6461, 3.5175], [-0.5593, 3.5808, 2.1758], [0.8698, -1.0714, 2.7361], [1.0230, 3.0926, -1.1099], [-3.9441, -1.1286, -0.8889], [-1.7787, -1.9871, 1.3242], [0.5529, 0.7282, -2.5638], [2.4404, -0.1745, 0.9595], [2.4854, 0.3155, -3.9338], [1.8761, 0.2763, -2.7496], [2.8071, 0.0838, -1.5273], [2.1640, -0.7063, -0.3876], [2.5557, -2.2100, -0.4514], [0.5602, 3.4816, -1.8542], [0.9228, 2.1251, -1.1123], [1.8542, -2.9019, -0.9543], [-2.0049, -2.9146, 1.3995], [-1.0659, -2.1590, -1.5733], [-4.6071, -1.7033, -1.2817], [-2.1006, -0.9516, -1.7215], [-0.0267, 1.7493, 2.0048], [-2.8466, -0.0051, 0.5928], [3.1279, 1.0830, -1.2557], [-3.1036, 1.3734, 3.7813], [3.3469, 0.2190, 1.1975], [-1.4707, -1.8153, 0.4052], [3.5330, 0.1762, -4.1709], [0.2534, -0.4213, 3.1269], [1.6834, 0.5454, 1.1003], [-1.1822, -2.5083, -4.1452], [-2.8163, 0.3224, 2.6338], [-0.8516, 0.7942, 3.9411], [-0.1500, -3.4108, -3.5048], [1.0599, -0.7183, -0.5613], [-4.2816, -0.8375, -0.0378], [3.6343, -0.5099, -1.9385], [-0.0098, -0.0451, -2.1907], [-3.6291, 1.3551, 0.3668], [-0.0200, 1.5603, 4.9007], [0.1216, 0.9489, -3.4538], [0.6497, -1.9403, 3.0879], [1.9648, 0.5408, -4.8789], [-0.0081, 3.6863, 2.9551], [-0.7150, 1.0129, 0.8248], [-0.4602, 4.3542, 1.6115], [2.1312, -0.7889, 1.8211]], "mulliken_charge": [-0.464, -0.708, -0.283, -0.615, -0.667, -0.546, -0.666, -0.576, -0.602, -0.646, -0.547, -0.593, -0.365, -0.002, -1.376, 1.181, -1.402, 1.402, -0.240, 0.276, 0.361, 0.359, 0.260, 0.329, 0.266, 0.187, 0.201, 0.311, 0.474, 0.295, 0.383, 0.372, 0.297, 0.256, 0.050, 0.252, 0.308, 0.402, 0.270, -0.694, 0.263, 0.459, 0.100, 0.260, 0.307, 0.299, 0.279, 0.239, 0.282, 0.165, 0.285, 0.567]}

***

Record 2
{"formula": "B6F24Li", "method": "wB97M-V/def2-TZVPD", "spin_multiplicity": 1, "charge": -5, "energy_ha": -2554.63265, "lumo_energy_ev": 9.14, "e_above_lowest_kj_mol": 0.00, "gap_ha": 0.35782, "species": ["F", "F", "F", "F", "F", "F", "F", "F", "F", "F", "F", "F", "F", "F", "F", "F", "F", "F", "F", "F", "F", "F", "F", "F", "B", "B", "B", "B", "B", "B", "Li"], "positions_angstrom": [[2.2476, -2.3954, 2.6153], [-4.2217, 2.5944, -3.7482], [3.9161, 0.2739, -1.6094], [-2.6033, 3.7619, -4.5264], [0.5823, -3.5581, -4.8154], [5.9065, -0.3905, -0.8177], [0.2239, -3.2721, -2.5967], [-6.0202, 0.5303, 0.5826], [5.7427, 0.8800, -2.6062], [3.8268, -3.9971, 2.5528], [0.9372, 2.7461, 3.0997], [5.0711, -1.2548, -2.7183], [0.4554, 2.5178, 5.4199], [2.5265, 2.5120, 4.7562], [-1.4170, -4.0460, -4.0115], [1.6921, -4.5332, 2.6860], [-2.5243, 3.0158, -2.4184], [-0.7491, -1.8646, -4.1304], [1.3252, 4.3758, 4.6082], [-4.1236, -0.1734, 1.5226], [2.6212, -3.7358, 4.3955], [-5.0370, 1.6705, 2.3400], [-3.9211, 4.6080, -2.8867], [-6.0787, -0.3255, 2.5087], [-3.2640, 3.5042, -3.3778], [5.1452, -0.1268, -1.9173], [-0.3129, -3.1741, -3.8771], [2.5944, -3.6208, 3.0682], [-5.3407, 0.4654, 1.7444], [1.2932, 3.0488, 4.4238], [-0.4938, -0.0363, -0.2666]], "mulliken_charge": [-0.367, -0.436, -0.340, -0.410, -0.383, -0.409, -0.394, -0.395, -0.423, -0.433, -0.397, -0.429, -0.436, -0.415, -0.438, -0.406, -0.312, -0.413, -0.381, -0.418, -0.396, -0.414, -0.434, -0.384, 0.587, 0.598, 0.622, 0.599, 0.603, 0.625, 1.028]}

***

Record 3
{"formula": "C8H36O11", "method": "wB97M-V/def2-TZVPD", "spin_multiplicity": 1, "charge": 0, "energy_ha": -1153.93116, "lumo_energy_ev": -0.06, "e_above_lowest_kj_mol": 364.06, "smiles": "C=C(/C=C/C)CCC.O.O.O.O.O.O.O.O.O.O.O", "gap_ha": 0.31084, "species": ["O", "O", "O", "O", "O", "O", "O", "O", "O", "O", "O", "C", "C", "C", "C", "C", "C", "C", "C", "H", "H", "H", "H", "H", "H", "H", "H", "H", "H", "H", "H", "H", "H", "H", "H", "H", "H", "H", "H", "H", "H", "H", "H", "H", "H", "H", "H", "H", "H", "H", "H", "H", "H", "H", "H"], "positions_angstrom": [[-0.5489, -1.4556, 2.5684], [2.9873, -0.6344, 0.3770], [-1.2153, 0.8073, 4.2776], [-2.6586, -2.9398, 3.3532], [3.2736, 4.2482, -1.3417], [0.3317, -3.4260, -1.7130], [-1.7034, -3.1744, 0.1312], [4.2408, 0.6225, -3.5942], [-0.5573, 1.5673, -3.9672], [2.5791, -2.0754, -1.8320], [-0.8177, -1.2701, -3.2324], [-3.0834, -0.8662, -0.8371], [2.0027, 1.7001, 3.0776], [-1.1162, 2.0753, 0.7450], [-1.2469, 0.6724, 0.1242], [-1.6583, 3.1572, 0.2281], [0.9396, 1.3347, 2.0609], [-2.5587, 0.5625, -0.6412], [-0.1570, 2.0582, 1.8758], [-1.1300, 0.9738, -4.4434], [-3.4432, -2.4254, 3.5735], [3.5130, 0.9744, -4.1317], [-0.2277, -3.4430, -0.8685], [-3.6978, -1.2175, -0.0108], [1.7543, -2.2091, -1.3462], [1.6705, 2.3611, 3.8599], [1.2151, 0.4944, 1.4341], [-2.5136, -3.5409, -0.1958], [0.1074, 0.9278, -3.4840], [2.6692, -1.2195, -0.3355], [-2.0437, -2.2405, 3.0345], [-0.4108, 2.8737, 2.6176], [-3.2593, 0.9949, 0.0804], [0.3409, -1.6540, 2.8432], [-3.7848, -0.8746, -1.6480], [-2.4123, 1.0300, -1.6286], [2.8589, 3.4903, -1.7700], [-1.7797, -3.0191, 1.0908], [3.8163, 0.0716, -2.9233], [0.2647, -4.3920, -1.7878], [2.4847, 4.7752, -1.2498], [2.2884, -2.2291, -2.7354], [3.8282, -0.3557, -0.1311], [-2.2506, 1.0357, 4.0205], [-1.4526, -1.9556, -3.4771], [2.7479, 2.2672, 2.5483], [-0.7313, -0.5539, 2.9306], [-0.3829, 0.6560, -0.5855], [-0.4510, -1.6929, -2.4533], [-2.3075, -1.4986, -1.1581], [-0.8972, 1.7279, 4.5999], [-1.1286, -0.1894, 0.7527], [-2.1608, 3.2040, -0.7556], [2.4488, 0.8562, 3.5477], [-1.6662, 4.0966, 0.7034]], "mulliken_charge": [-0.627, -0.602, -0.730, -0.658, -0.611, -0.699, -0.570, -0.636, -0.623, -0.686, -0.516, -1.052, -1.810, 0.321, 0.500, -1.135, 0.358, -0.636, -0.403, 0.297, 0.307, 0.312, 0.327, 0.395, 0.339, 0.413, 0.430, 0.295, 0.296, 0.407, 0.391, 0.267, 0.415, 0.292, 0.486, 0.128, 0.292, 0.210, 0.310, 0.279, 0.318, 0.319, 0.291, 0.355, 0.299, 0.375, 0.205, 0.081, 0.205, -0.016, 0.338, 0.188, 0.254, 0.358, 0.357]}

***

Record 4
{"formula": "C2H3LiO2", "method": "wB97M-V/def2-TZVPD", "spin_multiplicity": 2, "charge": 1, "energy_ha": -235.69776, "lumo_energy_ev": [-4.62, -5.15], "e_above_lowest_kj_mol": 173.57, "gap_ha": [0.32413, 0.42523], "species": ["O", "O", "C", "C", "Li", "H", "H", "H"], "positions_angstrom": [[1.7376, 0.4745, 0.2216], [-0.4419, 0.7727, -0.0175], [-1.5460, -0.0638, -0.0710], [0.6964, 0.1717, -0.3128], [3.2158, 0.0646, 0.3288], [-2.4615, 0.4685, -0.3065], [-1.5250, -0.9361, 0.5822], [0.3247, -0.9520, -0.4249]], "mulliken_charge": [-0.644, -0.191, -0.388, 0.461, 0.889, 0.294, 0.330, 0.247]}

***

Record 5
{"formula": "C16H44ClN3O3Ti", "method": "wB97M-V/def2-TZVPD", "spin_multiplicity": 4, "charge": 3, "energy_ha": -2334.55272, "lumo_energy_ev": [-8.47, -8.96], "e_above_lowest_kj_mol": 307.25, "gap_ha": [0.26318, 0.27542], "species": ["Ti", "Cl", "O", "O", "O", "N", "N", "N", "C", "C", "C", "C", "C", "C", "C", "C", "C", "C", "C", "C", "C", "C", "C", "C", "H", "H", "H", "H", "H", "H", "H", "H", "H", "H", "H", "H", "H", "H", "H", "H", "H", "H", "H", "H", "H", "H", "H", "H", "H", "H", "H", "H", "H", "H", "H", "H", "H", "H", "H", "H", "H", "H", "H", "H", "H", "H", "H", "H"], "positions_angstrom": [[-0.0501, 2.5335, -2.8767], [-1.6621, 2.3548, -0.5482], [-6.4145, -1.2617, -2.9540], [3.9656, -4.6730, -0.9953], [0.5289, 5.2949, 3.2299], [1.1724, 3.9267, 0.9307], [2.1236, -2.5133, 0.0204], [-4.0825, 0.2215, -1.8639], [-5.7728, -1.5758, -1.7072], [3.5281, -1.7136, 2.0594], [5.3703, -4.9634, -1.1022], [1.0450, 5.4255, 0.8766], [3.4448, -1.8046, 0.5494], [0.5974, 5.8738, -0.4786], [2.1856, -4.0301, 0.5469], [-4.2626, -1.2765, -1.7580], [0.0420, 5.8819, 2.0091], [3.5020, -4.8092, 0.2975], [2.0032, -2.4889, -1.5362], [0.9939, 6.2771, 4.2074], [-3.6790, -1.7269, -0.3817], [0.8030, -1.8319, 0.5522], [0.7390, -0.2827, 0.3911], [-7.7860, -1.5048, -3.0105], [1.5449, 0.1264, 1.0004], [1.3780, -4.4412, -0.0588], [0.5691, 6.9571, -0.5958], [-8.2754, -1.0279, -3.8597], [4.5084, -1.3071, 2.3078], [-2.6624, -1.4052, -0.1554], [3.5144, -0.8014, 0.1287], [2.9584, -2.8070, -1.9539], [1.4531, 5.7513, 5.0445], [1.8074, -4.0777, 1.5681], [-0.4474, 5.5753, -0.5654], [4.1670, -4.7735, 1.1604], [-3.1197, 0.3627, -1.5935], [-3.8147, -1.7888, -2.6094], [-0.9673, 5.5323, 1.7916], [3.5045, -2.6562, 2.6063], [-8.0377, -2.5652, -2.9902], [5.6651, -5.1576, -2.1334], [0.0574, -2.1974, -0.1539], [-4.3247, -1.2922, 0.3813], [5.9851, -4.2065, -0.6152], [-3.7769, -2.8052, -0.2559], [-4.2886, 0.5404, -2.7998], [0.0087, 6.9706, 2.0497], [2.0225, 5.8574, 1.0914], [1.4690, 3.7269, 1.8752], [-6.3765, -1.1991, -0.8816], [-8.2538, -1.0360, -2.1447], [1.1899, -3.1081, -1.9148], [4.2989, -2.2973, 0.0849], [0.3123, 3.4046, 0.8429], [5.6130, -5.9048, -0.6093], [-0.0846, 0.2444, 0.8728], [0.6168, -2.0908, 1.5946], [3.2567, -5.8332, 0.5791], [0.7968, 0.1123, -0.6231], [-4.6451, 0.7018, -1.1763], [1.2762, 5.4968, -1.2435], [2.6976, -1.1919, 2.5350], [1.8537, 6.8003, 3.7890], [0.2933, 6.9779, 4.6616], [1.8304, 3.6326, 0.2232], [-5.8366, -2.6607, -1.7915], [1.9279, -1.4719, -1.9211]], "mulliken_charge": [0.746, -0.687, -0.342, -0.324, -0.369, -0.063, 0.011, -0.085, -0.907, -1.201, -0.816, 0.191, -0.483, -1.329, -0.695, 0.160, -0.785, -0.825, -0.888, -0.760, -1.177, -0.644, -1.055, -0.744, 0.342, 0.527, 0.390, 0.276, 0.439, 0.188, 0.543, 0.380, 0.270, 0.481, 0.311, 0.449, 0.166, 0.294, 0.385, 0.298, 0.309, 0.269, 0.468, 0.422, 0.329, 0.430, 0.364, 0.475, 0.299, 0.441, 0.506, 0.329, 0.430, 0.469, 0.098, 0.353, 0.499, 0.368, 0.585, 0.146, 0.357, 0.363, 0.272, 0.340, 0.319, 0.363, 0.444, 0.285]}

***

Record 6
{"formula": "C2H4NO2S", "method": "wB97M-V/def2-TZVPD", "spin_multiplicity": 1, "charge": -1, "energy_ha": -681.99810, "lumo_energy_ev": 3.88, "e_above_lowest_kj_mol": 236.32, "gap_ha": 0.24863, "species": ["S", "O", "O", "N", "C", "C", "H", "H", "H", "H"], "positions_angstrom": [[2.5686, -0.0921, -0.3211], [3.0324, 1.2448, 0.1056], [2.9943, -1.1370, 0.5960], [-0.4244, 0.0962, -0.6474], [0.4726, 0.1063, 0.2023], [-1.8951, -0.0866, -0.3765], [-2.1873, -0.6466, 0.5249], [-2.6049, 0.8340, -0.3378], [-2.3304, -0.5914, -1.1122], [0.3742, 0.2723, 1.3662]], "mulliken_charge": [0.417, -0.602, -0.572, -0.406, -0.113, -0.876, 0.310, 0.226, 0.362, 0.253]}